# C7H13NO2

An isolated molecule of C7H13NO2 in a non-equilibrium geometry (ωB97M-V/def2-TZVPD, the Open Molecules 2025 dataset).

CARTESIAN COORDINATES (ANGSTROEM)
C  -0.183  1.791  -1.817
C  -0.090  1.518  -0.503
C  -0.303  0.122  0.077
C  0.330  -0.975  -0.847
C  0.114  -2.409  -0.350
N  0.232  0.100  1.373
C  1.632  0.681  1.470
C  -1.909  0.055  0.095
O  -2.506  -0.482  -0.779
O  -2.477  0.548  1.221
H  -0.208  2.819  -2.269
H  -0.127  1.084  -2.536
H  -0.147  2.387  0.241
H  1.380  -0.712  -0.859
H  -0.178  -0.917  -1.753
H  -0.815  -2.891  -0.797
H  -0.054  -2.449  0.766
H  0.899  -2.949  -0.627
H  0.319  -0.847  1.627
H  1.677  1.519  0.757
H  1.634  1.107  2.509
H  2.437  0.003  1.229
H  -1.657  0.898  1.773

Force components x, y, z for each atom (eV/Å):
0.567 3.054 2.173
-1.255 1.588 -0.604
-0.769 0.613 -2.268
-1.065 0.239 2.271
-4.523 1.892 1.585
1.572 1.323 1.183
-1.963 1.127 0.869
1.544 -0.838 1.180
-0.671 0.063 -0.478
2.493 0.947 0.542
0.055 -0.913 1.013
-0.098 -2.475 -1.989
0.090 -1.346 -1.066
0.253 -0.072 -0.533
-0.193 0.368 -1.930
1.099 0.812 0.499
0.429 -0.237 -1.035
3.355 -2.621 -0.826
-0.138 -1.227 0.841
0.244 -0.317 0.462
0.823 -0.515 -0.971
0.148 -0.378 0.250
-1.997 -1.088 -1.169

Structure (SMILES): C=C[C@@](CC)(NC)C(=O)O
Charge: 0
DFT total energy (hartree): -479.699884

Which charges does Mulliken predict for the atoms? In e, they are: -0.915, -0.383, 1.143, -0.993, -1.335, -0.400, -0.988, 0.347, -0.529, -0.534, 0.237, 0.289, 0.281, 0.492, 0.394, 0.282, 0.292, 0.500, 0.304, 0.455, 0.317, 0.296, 0.448

---

# C3H6N2O

An isolated molecule of C3H6N2O in a non-equilibrium geometry (ωB97M-V/def2-TZVPD, the Open Molecules 2025 dataset).

CARTESIAN COORDINATES (ANGSTROEM)
H  -1.514  0.348  1.346
N  -1.293  1.257  0.971
C  -0.479  1.151  -0.026
N  0.188  0.013  -0.500
C  1.288  0.269  -1.521
C  0.338  -1.118  0.263
O  -0.425  -1.554  1.125
H  -0.078  2.149  -0.458
H  0.789  1.219  -2.256
H  2.441  0.543  -1.041
H  1.400  -0.787  -2.159
H  1.219  -1.743  -0.029

Force components x, y, z for each atom (eV/Å):
-0.120 -0.507 0.215
1.178 0.032 -2.062
-0.409 2.285 1.899
1.880 0.585 -0.768
0.272 0.081 -1.628
-0.888 -1.980 0.825
0.994 1.297 -1.130
-0.792 -1.854 0.294
2.041 -3.098 2.142
-3.612 -0.562 -1.298
-0.234 3.162 1.500
-0.310 0.559 0.010

Structure (SMILES): [H]/N=C\N(C)C=O
Charge: 0
DFT total energy (hartree): -302.590543

Which charges does Mulliken predict for the atoms? In e, they are: 0.336, -0.625, 0.090, 0.021, -0.876, 0.100, -0.545, 0.275, 0.350, 0.248, 0.318, 0.308

---

# C5H9NO4

A structure of composition C5H9NO4 in a non-equilibrium geometry (ωB97M-V/def2-TZVPD, the Open Molecules 2025 dataset).

CARTESIAN COORDINATES (ANGSTROEM)
C  -3.006  -0.412  0.389
N  -2.111  0.730  0.467
C  -0.944  0.791  -0.084
O  -0.274  -0.213  -0.568
C  0.208  1.792  0.046
O  0.278  2.839  0.713
C  1.026  0.828  -0.500
C  2.284  0.555  -1.190
O  3.015  -0.003  -0.097
H  -2.441  -1.310  0.118
H  -3.478  -0.560  1.367
H  -3.778  -0.221  -0.364
H  -2.375  1.533  1.033
H  2.164  -0.161  -2.019
H  2.755  1.507  -1.469
H  2.680  -0.909  0.080
H  0.765  -1.939  0.243
O  1.631  -2.315  0.450
H  1.601  -2.531  1.387

Force components x, y, z for each atom (eV/Å):
-0.302 -0.202 0.084
-0.423 0.085 -0.152
1.450 -0.326 1.481
-0.209 0.210 -0.990
0.217 0.206 1.200
-0.328 -0.267 -1.003
-2.062 1.334 -1.587
-0.623 -0.873 2.089
2.131 -0.869 -0.436
-0.106 0.272 0.045
0.099 -0.008 -0.263
0.131 -0.151 0.183
0.061 0.023 -0.390
0.114 0.490 0.008
-0.107 -0.366 -0.124
0.129 0.622 -0.149
-0.001 0.056 0.008
-0.206 -0.258 -0.010
0.033 0.022 0.008

Charge: 0
DFT total energy (hartree): -551.503276

Which charges does Mulliken predict for the atoms? In e, they are: -0.782, -0.170, 0.713, -0.597, -0.022, -0.767, 0.483, -0.418, -0.546, 0.278, 0.312, 0.294, 0.284, 0.236, 0.282, 0.413, 0.363, -0.684, 0.327

---

# C4H6CuO

A structure of composition C4H6CuO in a non-equilibrium geometry (ωB97M-V/def2-TZVPD, the Open Molecules 2025 dataset).

CARTESIAN COORDINATES (ANGSTROEM)
O  -1.974  1.297  -1.143
Cu  -3.319  2.136  -2.174
C  -1.845  0.759  -0.055
C  0.857  -1.523  -0.442
H  -2.454  1.082  0.806
H  0.961  -1.437  -1.527
H  0.380  -2.447  -0.104
H  -1.318  -0.239  0.160
C  1.753  -0.830  0.375
C  2.190  0.128  1.151
H  3.197  0.075  1.575
H  1.571  0.999  1.378

Force components x, y, z for each atom (eV/Å):
0.897 -0.712 -0.005
-0.271 0.396 -0.185
-1.052 -1.666 1.292
3.190 0.927 1.697
0.258 0.449 -0.138
-0.009 0.158 0.288
0.000 0.446 0.204
0.257 1.514 -0.975
-3.839 -0.674 -1.916
0.750 -0.689 -0.123
-0.334 0.191 -0.147
0.153 -0.342 0.008

<S²>: 2.002
Multiplicity: 3
Charge: +1
DFT total energy (hartree): -1871.198926

Which charges does Mulliken predict for the atoms? In e, they are: -0.250, 0.629, 0.086, -0.927, 0.265, 0.266, 0.307, 0.243, 0.588, -0.652, 0.247, 0.198

---

# C4H33N3O11

A cluster of 12 separate species, C4H33N3O11 in total in a non-equilibrium geometry (ωB97M-V/def2-TZVPD, the Open Molecules 2025 dataset).

CARTESIAN COORDINATES (ANGSTROEM)
H  2.222  0.467  0.098
N  2.032  0.008  0.973
C  1.711  -1.223  1.022
N  1.905  -2.185  0.082
C  0.978  -3.304  0.077
C  -0.210  -3.265  -0.901
C  -1.323  -2.326  -0.365
N  -1.213  -0.890  -0.688
H  1.217  -1.565  1.934
H  2.457  -1.984  -0.736
H  0.546  -3.435  1.071
H  1.581  -4.213  -0.037
H  0.016  -2.943  -1.914
H  -0.570  -4.295  -0.949
H  -2.109  -2.602  -1.071
H  -1.492  -2.403  0.706
H  -0.452  -0.379  -0.259
H  -1.345  -0.618  -1.638
O  1.912  -0.845  -2.421
H  1.254  -1.422  -2.815
H  2.025  0.030  -2.802
O  -3.452  0.035  1.139
H  -2.905  -0.411  0.479
H  -3.263  0.980  1.240
O  0.169  1.811  -2.852
H  1.024  1.662  -2.421
H  0.350  2.570  -3.419
O  3.107  1.754  -1.827
H  3.422  1.282  -1.053
H  2.883  2.658  -1.588
O  2.323  2.949  0.565
H  2.627  2.512  1.364
H  1.634  3.573  0.808
O  2.016  1.334  4.402
H  2.119  0.435  4.731
H  2.722  1.433  3.754
O  -3.032  2.486  1.872
H  -3.280  3.036  1.124
H  -2.066  2.491  1.895
O  -3.271  -1.311  3.578
H  -2.989  -0.582  3.002
H  -4.071  -1.568  3.108
O  -1.765  3.002  -1.102
H  -1.967  3.813  -1.569
H  -1.278  2.382  -1.667
O  -0.155  1.764  1.896
H  0.319  0.994  1.556
H  0.289  1.992  2.720
O  -0.655  -1.535  -3.764
H  -0.730  -1.013  -2.953
H  -1.270  -1.134  -4.387

Force components x, y, z for each atom (eV/Å):
0.292 -0.668 -0.528
-0.517 0.924 1.191
0.457 0.004 -1.040
-0.912 -0.038 1.194
0.767 -1.087 -0.429
0.515 0.629 1.444
0.397 0.516 -2.600
0.321 -0.096 1.292
0.103 -0.214 -0.016
-0.333 0.280 -0.170
0.109 0.337 0.128
-0.177 -0.023 -0.382
0.313 -0.168 -0.059
-0.262 0.080 -0.055
-0.967 -0.327 1.090
-0.437 -0.406 -0.067
0.054 -0.096 -0.170
-0.263 0.085 -0.025
0.817 -0.282 1.066
-0.117 0.652 -0.800
-0.352 -0.388 -0.547
-0.685 -1.187 0.164
0.277 0.729 -0.071
0.332 0.110 -0.205
0.276 0.016 -0.127
-0.056 -0.034 0.256
-0.181 -0.052 -0.075
-0.299 -0.319 -1.188
0.051 0.442 0.171
0.252 -0.150 0.721
0.397 0.385 -0.461
-0.307 -0.039 0.119
-0.138 -0.231 0.255
0.053 0.138 -0.097
-0.083 0.007 -0.015
-0.037 -0.131 0.027
-0.213 0.450 0.193
0.166 0.093 -0.110
0.324 -0.116 -0.144
0.059 0.064 -0.054
-0.006 -0.101 -0.010
-0.050 -0.115 0.109
-0.273 -0.210 0.695
0.179 -0.148 -0.405
0.017 0.544 -0.170
-0.519 0.505 0.135
0.427 0.018 0.078
0.066 -0.300 0.132
-0.060 -0.051 0.083
0.127 -0.049 -0.514
0.096 0.016 -0.007

Structure (SMILES): [H]/N=C\NCCCN.O.O.O.O.O.O.O.O.O.O.O
Charge: 0
DFT total energy (hartree): -1164.083638

Which charges does Mulliken predict for the atoms? In e, they are: 0.210, -0.525, -0.219, 0.021, -1.002, -0.192, -0.711, -0.047, 0.380, 0.281, 0.352, 0.399, 0.135, 0.401, 0.404, 0.413, -0.131, 0.166, -0.579, 0.299, 0.249, -0.817, 0.434, 0.380, -0.625, 0.355, 0.270, -0.636, 0.284, 0.318, -0.567, 0.237, 0.285, -0.627, 0.313, 0.302, -0.683, 0.312, 0.360, -0.650, 0.366, 0.303, -0.568, 0.249, 0.334, -0.521, 0.207, 0.252, -0.631, 0.161, 0.297

---

# CH3Cl3N2OS2

A structure of composition CH3Cl3N2OS2 in a non-equilibrium geometry (ωB97M-V/def2-TZVPD, the Open Molecules 2025 dataset).

CARTESIAN COORDINATES (ANGSTROEM)
C  2.790  -0.074  -0.191
N  -2.256  -0.058  0.807
N  -0.825  -0.986  -1.197
O  0.137  -0.588  1.010
S  -0.539  1.968  -0.374
S  -0.802  -0.123  0.047
Cl  2.381  -1.566  -0.856
Cl  2.080  1.305  -0.882
Cl  2.866  -0.114  1.518
H  -2.901  0.615  0.426
H  -1.911  0.239  1.819
H  -1.021  -0.617  -2.128

Force components x, y, z for each atom (eV/Å):
-0.697 -0.133 0.731
1.427 0.451 3.620
-0.165 0.531 0.069
-0.043 0.044 1.071
-0.078 -0.838 0.225
-0.027 0.143 -3.101
0.340 -0.327 -0.570
0.333 0.003 -0.079
0.714 0.394 -0.065
-0.174 0.184 -0.232
-1.571 -0.649 -2.425
-0.058 0.197 0.755

Charge: 0
DFT total energy (hartree): -2401.428357

Which charges does Mulliken predict for the atoms? In e, they are: 0.319, -0.521, -0.531, -0.524, -0.207, 0.762, -0.047, -0.037, -0.080, 0.280, 0.324, 0.263

---

Question: Which of these has the highest DFT total energy?
Answer: C3H6N2O

---

Question: DFT total energy of number 2 (C3H6N2O)?
Answer: -302.590543 hartree